C27H41N4Ru as an isolated structure. Source: the OMol25 dataset; level of theory: ωB97M-V with the def2-TZVPD basis set.

Summary:
expectation value of S²	6.0782
E_LUMO (alpha / beta)	-3.95 / -4.55	eV
HOMO level (alpha / beta)	-10.475 / -10.956	eV
charge	+1
Kohn-Sham gap (alpha / beta)	0.23967 / 0.23544	Ha
multiplicity	5

Structure (XYZ):
```
73
Properties=species:S:1:pos:R:3:forces:R:3:mulliken_spin:R:1
C 1.241 -2.071 0.224 -0.3 -1.4 -0.9 0.289
C 1.834 -1.594 -1.003 -0.6 -0.6 0.9 -0.117
C 0.958 -1.846 -2.074 -0.4 -0.1 -0.3 0.087
C -0.180 -2.534 -1.596 0.6 0.0 0.7 -0.017
C -0.067 -2.688 -0.160 2.0 -0.1 -0.2 0.031
Ru -0.433 -0.794 0.495 -0.8 1.7 -1.4 2.481
C -3.799 0.695 -1.419 4.9 0.4 1.0 0.305
C -3.169 0.356 -0.207 -0.7 0.3 -0.6 -0.166
H -2.947 1.193 0.481 -0.7 -0.5 0.0 -0.038
C -2.501 -0.910 0.165 -0.6 0.4 -0.3 0.177
H -2.675 -1.750 -0.497 -0.4 0.0 0.0 -0.012
H -2.654 -1.197 1.210 -0.2 -0.2 0.2 -0.023
C -3.524 2.194 -1.731 -0.1 0.0 0.3 -0.009
H -2.744 2.539 -1.054 -0.1 0.2 0.0 0.009
H -3.087 2.276 -2.721 -0.2 0.1 -0.1 0.003
H -4.315 2.912 -1.682 -0.8 0.2 0.1 0.003
C -3.159 -0.114 -2.572 0.2 -0.4 0.2 -0.033
H -2.181 -0.470 -2.195 -0.3 -0.1 -0.3 0.031
H -3.658 -0.974 -2.965 -0.6 -0.5 -0.2 0.003
H -2.896 0.545 -3.397 -0.4 -0.2 -0.1 0.002
C 3.217 -1.086 -1.103 0.4 0.4 0.0 0.036
H 3.499 -0.558 -0.184 0.1 -0.2 -0.1 -0.013
H 3.942 -1.902 -1.268 -0.3 0.1 0.1 0.003
H 3.335 -0.375 -1.922 0.0 -0.2 0.0 0.001
C 1.252 -1.553 -3.507 0.0 0.1 -0.3 -0.022
H 1.822 -0.625 -3.615 -0.1 -0.1 0.0 0.001
H 1.842 -2.357 -3.971 -0.2 0.1 0.1 0.011
H 0.325 -1.445 -4.082 0.2 0.0 0.0 0.004
C -1.193 -3.243 -2.410 -0.5 0.3 -0.4 0.024
H -1.290 -2.807 -3.411 0.0 -0.1 0.2 0.001
H -0.919 -4.305 -2.536 0.0 0.3 0.2 -0.006
H -2.178 -3.222 -1.927 0.2 -0.1 -0.1 -0.002
C -0.741 -3.712 0.674 -0.3 -0.4 0.1 0.021
H -1.781 -3.839 0.359 0.1 -0.1 0.1 0.001
H -0.223 -4.676 0.612 -0.2 0.0 0.1 0.004
H -0.740 -3.376 1.716 -0.1 -0.3 0.0 0.004
C 2.034 -2.535 1.398 0.4 -0.1 0.2 -0.018
H 1.369 -2.772 2.235 0.3 0.0 -0.1 -0.004
H 2.605 -3.445 1.152 -0.1 0.2 0.1 0.005
H 2.750 -1.765 1.714 -0.1 -0.3 0.1 0.003
C 2.362 1.867 -1.393 -2.8 -1.0 -2.7 0.883
C 1.107 1.464 -2.007 -0.1 1.8 -0.4 -0.013
C 3.327 2.464 -2.194 -0.4 -0.3 1.1 -0.069
C 0.753 2.038 -3.292 0.2 -1.1 1.3 0.081
H 0.240 0.844 -1.682 1.1 0.5 0.8 0.042
C 2.984 2.772 -3.521 0.3 -0.1 0.6 0.048
H 4.314 2.649 -1.729 -0.5 0.1 -0.8 0.026
C 1.717 2.618 -4.088 0.6 -0.1 1.3 -0.030
H -0.280 1.922 -3.658 0.6 -0.2 0.2 0.007
H 3.806 3.137 -4.067 0.6 0.6 -1.0 0.004
H 1.491 2.898 -5.096 0.1 0.3 -0.3 0.000
C -0.041 1.976 1.827 0.0 0.5 0.8 0.046
N -0.170 0.503 2.151 0.1 0.6 0.5 -0.209
C -1.364 0.318 3.051 -0.1 0.5 0.8 0.036
N -1.248 1.106 4.290 0.5 -0.2 -0.7 0.004
C -1.107 2.532 3.920 0.1 -0.2 -0.1 -0.001
N 0.080 2.784 3.065 -0.1 -1.0 -0.2 0.011
C 1.271 2.330 3.821 -0.2 -0.1 -0.1 0.002
N 1.190 0.899 4.179 -0.6 -0.1 -0.6 -0.002
C 1.050 0.113 2.947 0.2 0.4 0.7 0.039
C -0.022 0.687 5.004 0.0 0.2 -0.3 -0.002
H -0.943 2.303 1.291 0.3 -0.2 0.0 -0.015
H 0.853 2.119 1.199 -0.3 -0.1 0.2 0.047
H -1.424 -0.749 3.312 -0.1 0.2 -0.1 0.020
H -2.271 0.639 2.520 0.3 -0.2 0.1 -0.021
H -0.987 3.101 4.852 -0.1 0.0 -0.3 0.000
H -2.013 2.848 3.386 0.2 0.0 0.2 -0.001
H 2.170 2.495 3.210 -0.2 0.0 0.2 -0.001
H 1.325 2.904 4.756 0.1 0.0 -0.3 0.000
H 0.947 -0.943 3.228 0.1 0.3 -0.2 0.005
H 1.940 0.274 2.320 -0.3 -0.1 0.1 0.005
H 0.070 1.295 5.914 0.0 -0.3 -0.2 0.000
H -0.099 -0.381 5.255 0.0 0.3 0.0 -0.001
```
Forces are in eV/Å.



C27H41NP2Pd as an isolated structure. Source: the OMol25 dataset; level of theory: ωB97M-V with the def2-TZVPD basis set.

Summary:
energy above the lowest of the compared OMol25 structures with the same formula, charge and spin	0.00	kcal per mole
expectation value of S²	2.0334
E_LUMO (alpha / beta)	0.72 / -1.60	eV
HOMO level (alpha / beta)	-4.578 / -7.498	eV
charge	0
Kohn-Sham gap (alpha / beta)	0.19456 / 0.21679	Ha
multiplicity	3

Structure (XYZ):
```
72
Properties=species:S:1:pos:R:3:forces:R:3:mulliken_spin:R:1
P -4.167 -2.801 -1.136 -0.5 0.1 -0.5 0.000
P -2.018 -4.124 0.822 0.3 -0.4 0.5 0.001
C -4.268 -4.637 -0.824 0.1 0.1 -0.1 0.000
C -3.606 -5.047 0.498 0.0 0.1 0.1 0.000
H -3.761 -5.135 -1.660 0.0 0.1 0.1 0.000
H -5.320 -4.952 -0.848 0.2 0.0 -0.1 0.000
H -4.283 -4.827 1.333 0.1 0.0 -0.1 0.000
H -3.408 -6.128 0.517 -0.1 0.2 0.1 0.000
C -0.805 -5.379 0.188 -0.1 0.1 0.1 0.000
H 0.208 -5.077 0.474 -0.1 0.0 0.0 0.000
H -0.844 -5.416 -0.904 0.0 0.0 0.1 0.000
H -1.003 -6.381 0.588 0.0 0.1 -0.1 0.000
C -1.861 -4.471 2.638 0.0 -0.1 -0.1 0.000
H -1.967 -5.540 2.866 0.0 0.1 0.0 0.000
H -2.630 -3.915 3.184 0.1 -0.1 -0.1 0.000
H -0.884 -4.129 2.993 -0.1 0.0 -0.1 0.000
C -4.550 -2.809 -2.952 -0.1 -0.1 0.1 -0.001
H -4.689 -1.780 -3.300 0.0 -0.1 0.1 0.001
H -5.453 -3.387 -3.182 0.1 0.1 0.0 0.000
H -3.705 -3.237 -3.501 -0.1 0.1 0.1 0.000
C -5.835 -2.294 -0.498 0.1 0.0 -0.1 0.000
H -5.849 -2.353 0.595 0.0 0.0 -0.1 0.000
H -6.639 -2.924 -0.900 0.1 0.1 0.1 0.000
H -6.027 -1.253 -0.777 0.0 -0.1 0.0 0.000
Pd 0.543 2.005 -0.393 0.1 -0.1 0.3 0.597
C 0.303 0.389 1.120 0.4 -1.1 -0.4 0.047
C 0.970 -0.167 0.033 -0.6 -0.2 1.1 -0.030
C 0.329 -1.055 -1.021 -0.1 0.2 0.0 0.022
C -0.162 -0.273 -2.264 0.1 0.0 0.2 0.007
C -0.757 1.081 -1.947 -1.5 -0.2 0.3 0.040
C -1.574 1.388 -0.864 -0.1 -0.7 -1.3 0.057
C -2.078 0.382 0.158 0.3 0.0 0.0 0.033
C -1.177 0.279 1.412 0.0 0.1 -0.1 0.024
C 0.412 3.869 -1.302 -0.6 0.9 -0.4 0.354
H 0.911 0.725 1.958 -0.2 0.1 -0.2 0.002
H 2.056 -0.197 0.084 -0.2 0.1 -0.2 -0.007
H -0.495 -1.619 -0.576 0.1 0.1 0.0 0.002
H 1.066 -1.796 -1.348 -0.1 0.1 0.0 -0.003
H 0.689 -0.106 -2.933 -0.1 0.0 0.0 0.000
H -0.884 -0.885 -2.826 0.1 0.1 0.1 -0.001
H -0.730 1.796 -2.768 0.1 0.0 0.2 -0.007
H -2.104 2.336 -0.899 0.2 0.0 0.0 -0.018
H -2.188 -0.599 -0.313 0.0 0.1 0.1 0.009
H -3.082 0.682 0.477 0.1 0.0 0.0 0.000
H -1.434 1.094 2.098 0.0 -0.1 0.0 -0.002
H -1.391 -0.657 1.949 0.0 0.1 -0.1 -0.001
H 0.633 4.673 -0.593 -0.2 0.1 -0.3 -0.026
H -0.581 4.039 -1.736 0.1 0.1 0.0 -0.026
H 1.156 3.919 -2.108 -0.2 0.1 0.0 -0.027
C 5.537 1.133 3.152 0.2 -0.2 0.3 0.128
C 4.445 0.334 2.875 -0.2 0.6 -0.4 -0.082
C 3.427 0.769 2.016 0.7 0.7 0.2 0.128
C 3.441 2.057 1.375 0.4 1.1 -0.4 -0.007
C 4.620 2.826 1.710 -0.1 -0.4 0.1 0.127
C 5.624 2.378 2.567 -0.6 0.1 -0.4 -0.067
N 2.434 2.651 0.429 3.3 -1.1 2.1 0.728
C 2.924 3.859 -0.159 0.7 0.6 0.2 -0.100
C 2.807 5.084 0.531 0.2 -0.2 -0.6 0.026
C 3.306 6.259 -0.036 0.0 -0.6 -0.3 0.004
C 3.932 6.223 -1.284 -0.1 -0.4 0.1 -0.001
C 4.065 5.010 -1.968 -0.3 0.1 0.7 0.003
C 3.568 3.828 -1.407 0.0 0.4 0.4 0.059
H 6.317 0.784 3.816 0.0 0.0 0.0 0.006
H 4.385 -0.648 3.331 -0.2 0.0 -0.1 -0.002
H 2.717 -0.001 1.940 -1.3 -0.2 -0.7 0.000
H 4.820 3.809 1.319 -0.4 0.1 -0.3 0.008
H 6.481 3.008 2.774 -0.1 0.1 -0.1 -0.001
H 2.326 5.117 1.500 0.0 -0.1 0.0 -0.003
H 3.209 7.198 0.494 0.0 0.0 0.0 0.001
H 4.318 7.135 -1.721 0.0 0.0 0.0 0.000
H 4.556 4.985 -2.932 0.0 0.0 0.0 0.002
H 3.678 2.892 -1.939 -0.1 0.0 0.1 -0.004
```
Forces are in eV/Å.



C27H42AsF2N2O2RuSSi3 as an isolated structure. Source: the OMol25 dataset; level of theory: ωB97M-V with the def2-TZVPD basis set.

Summary:
energy above the lowest of the compared OMol25 structures with the same formula, charge and spin	0.00	kcal per mole
E_LUMO	2.61	eV
HOMO level	-4.141	eV
charge	-1
Kohn-Sham gap	0.24804	Ha

Structure (XYZ):
```
81
Properties=species:S:1:pos:R:3:forces:R:3:mulliken_charge:R:1
Ru -1.440 0.397 0.656 1.0 0.7 -0.1 0.350
O -0.477 -2.234 0.412 0.3 0.7 -0.1 -0.123
C -0.926 -3.390 0.403 -0.1 -0.7 0.0 0.529
C -0.179 -4.494 -0.176 -0.1 0.2 0.1 -0.259
C -0.570 -5.782 -0.030 -0.1 -0.3 0.0 -0.806
C -1.739 -6.138 0.700 0.2 -0.1 -0.1 -0.835
C -2.495 -5.138 1.220 0.0 0.1 0.0 -0.695
C -2.169 -3.768 1.033 0.0 -0.4 -0.2 0.654
C -3.056 -2.849 1.601 0.0 -1.0 0.6 -0.664
N -3.246 -1.603 1.379 -0.2 1.3 -0.2 0.398
C -4.069 -0.877 2.362 0.1 0.2 -0.1 -0.860
C -3.861 0.629 2.286 -0.3 -0.2 0.2 -1.294
N -2.449 0.960 2.345 -0.2 -0.3 -0.4 0.254
C -2.033 1.682 3.315 0.4 0.1 0.1 -0.493
C -0.687 2.164 3.549 -0.2 -0.1 0.0 0.385
C -0.482 2.822 4.773 0.0 0.1 0.1 -0.753
C 0.740 3.311 5.163 0.0 0.0 0.0 -0.944
C 1.825 3.141 4.287 -0.1 0.0 0.0 -0.542
C 1.661 2.519 3.077 0.0 0.0 0.0 -0.419
C 0.402 2.012 2.634 0.0 0.0 0.2 0.266
O 0.312 1.481 1.474 -0.2 -0.1 0.0 0.839
H 0.727 -4.255 -0.712 0.0 0.0 0.0 0.075
H 0.036 -6.567 -0.470 0.0 0.0 0.0 0.413
H -2.010 -7.176 0.835 0.0 0.0 0.0 0.360
H -3.395 -5.374 1.779 0.0 0.0 0.0 0.329
H -3.685 -3.251 2.401 0.0 0.0 0.0 0.387
H -3.777 -1.221 3.355 -0.1 0.0 0.0 0.587
H -5.122 -1.118 2.196 0.0 0.1 -0.1 0.366
H -4.418 1.086 3.116 0.0 0.0 0.0 0.532
H -4.248 1.018 1.349 -0.1 0.0 0.0 0.327
H -2.764 1.976 4.075 0.0 0.0 -0.1 0.109
H -1.337 2.937 5.433 0.0 0.0 0.0 0.330
H 0.865 3.810 6.114 0.0 0.0 0.0 0.366
H 2.805 3.509 4.568 0.0 0.0 0.0 0.439
H 2.497 2.393 2.403 0.1 0.0 -0.1 0.247
C -1.021 0.214 -4.220 0.0 0.1 0.0 -0.938
Si 0.472 -0.524 -3.346 -0.4 -0.3 -0.1 0.486
C 1.994 -0.275 -4.417 0.1 0.0 0.0 -1.145
C 0.174 -2.366 -3.130 0.0 0.0 0.0 -0.560
As 0.584 0.444 -1.216 -0.3 -0.3 0.5 0.038
Si 1.341 2.595 -1.784 0.0 0.1 -0.2 0.783
C 3.109 2.642 -2.458 0.0 0.0 -0.1 -1.349
C 1.244 3.853 -0.398 0.0 0.0 0.1 -0.925
C 0.227 3.193 -3.170 -0.1 0.1 0.0 -1.073
Si 2.390 -0.586 -0.079 0.1 -0.1 -0.1 0.917
C 2.048 -1.039 1.702 -0.1 0.1 0.1 -0.951
C 3.933 0.499 -0.077 0.0 0.1 0.0 -1.320
C 2.895 -2.159 -0.973 0.0 0.0 0.0 -0.444
H -1.640 -0.590 -4.623 0.0 0.0 0.0 0.471
H -0.732 0.864 -5.048 0.0 0.0 0.0 0.341
H -1.638 0.786 -3.527 0.0 -0.1 -0.1 0.060
H 1.838 -0.727 -5.401 0.0 0.0 0.0 0.394
H 2.867 -0.750 -3.964 0.0 0.0 0.0 0.231
H 2.222 0.781 -4.563 0.0 0.1 0.0 0.254
H -0.610 -2.699 -3.813 0.0 0.0 0.0 0.579
H -0.172 -2.570 -2.117 0.0 0.0 0.0 -0.330
H 1.074 -2.955 -3.321 0.0 0.0 0.0 0.296
H 3.503 1.655 -2.685 0.0 0.0 -0.1 0.220
H 3.787 3.119 -1.750 0.0 0.0 0.0 0.448
H 3.125 3.231 -3.380 0.0 0.0 0.0 0.419
H 2.223 4.002 0.063 0.0 0.0 0.0 0.356
H 0.556 3.555 0.390 0.0 0.0 0.0 -0.071
H 0.916 4.811 -0.810 0.0 0.0 0.0 0.478
H 0.424 2.675 -4.109 0.0 0.0 0.0 0.221
H 0.416 4.260 -3.328 0.0 0.0 0.0 0.445
H -0.827 3.064 -2.920 0.1 0.0 0.0 0.204
H 2.462 -0.285 2.373 0.0 0.0 0.0 0.404
H 2.536 -1.997 1.912 0.0 0.0 0.0 0.551
H 0.987 -1.151 1.910 0.0 0.0 0.0 -0.102
H 3.698 1.557 0.032 0.0 0.0 0.1 0.138
H 4.513 0.376 -0.992 0.0 0.0 0.0 0.322
H 4.565 0.207 0.766 0.0 0.0 0.0 0.448
H 2.080 -2.879 -0.989 0.0 0.0 0.0 -0.377
H 3.734 -2.612 -0.434 0.0 0.0 0.0 0.456
H 3.217 -1.969 -1.998 0.0 0.0 0.0 0.192
S -3.644 -1.298 -1.199 0.1 0.0 0.1 -0.372
C -2.810 -0.807 0.144 -0.1 -0.1 -0.2 -0.530
F -3.388 2.516 0.140 0.0 0.0 0.0 -0.393
C -2.139 2.007 -0.273 0.0 0.1 0.1 0.523
F -2.305 1.848 -1.650 -0.1 0.0 0.0 -0.322
H -1.463 2.872 -0.172 0.0 -0.1 0.0 -0.327
```
Forces are in eV/Å.



C27H42ClINOP2ReSi2Te as an isolated structure. Source: the OMol25 dataset; level of theory: ωB97M-V with the def2-TZVPD basis set.

Summary:
energy above the lowest of the compared OMol25 structures with the same formula, charge and spin	20.99	kcal per mole
expectation value of S²	1.1158
E_LUMO (alpha / beta)	-10.53 / -10.97	eV
HOMO level (alpha / beta)	-16.373 / -16.681	eV
charge	+3
Kohn-Sham gap (alpha / beta)	0.21490 / 0.20997	Ha
multiplicity	2

Structure (XYZ):
```
79
Properties=species:S:1:pos:R:3:forces:R:3:mulliken_spin:R:1
Re -0.070 -0.605 -0.011 -0.3 -0.4 -0.4 0.416
Cl 4.105 4.856 -1.072 0.0 -0.1 0.0 0.085
C 3.498 3.300 -0.809 0.0 0.2 0.0 0.194
C 4.370 2.222 -0.792 0.2 -0.1 0.0 -0.063
C 3.922 0.924 -0.589 0.0 -0.1 -0.1 0.091
I 5.215 -0.674 -0.583 -0.1 0.1 0.0 0.054
C 2.532 0.696 -0.401 -0.1 -0.1 0.2 0.148
O 2.017 -0.453 -0.198 0.1 0.1 0.1 0.284
C 1.632 1.819 -0.395 0.1 0.0 0.0 0.123
N 0.332 1.509 -0.145 -0.1 -0.1 0.0 0.017
C -0.549 2.513 -0.105 0.0 0.0 0.0 -0.022
C -0.186 3.837 -0.326 0.0 0.0 0.0 0.025
C 1.133 4.154 -0.569 0.0 0.0 0.0 0.018
C 2.083 3.122 -0.600 -0.1 0.0 0.0 0.002
H 5.425 2.412 -0.944 0.0 0.0 0.0 0.003
H -1.574 2.251 0.103 0.0 0.0 0.0 -0.017
H -0.946 4.604 -0.291 0.0 0.0 0.0 0.001
H 1.434 5.181 -0.728 0.0 0.0 0.0 0.007
C -3.565 0.671 0.175 0.0 0.0 0.0 0.006
P -2.512 -0.809 0.082 0.1 0.0 0.0 -0.063
C -3.280 -1.729 -1.282 0.0 0.0 0.1 0.002
C -2.859 -1.715 1.620 0.0 0.0 0.0 0.014
C -4.020 -2.450 1.834 0.0 0.0 0.0 -0.004
C -4.229 -3.065 3.063 0.0 0.0 0.0 0.002
C -3.293 -2.936 4.080 0.0 0.0 0.0 0.000
C -2.134 -2.196 3.878 -0.1 0.0 0.0 -0.002
C -1.913 -1.591 2.647 0.0 0.0 -0.1 0.008
P -0.447 -0.595 2.279 0.2 0.1 0.2 -0.013
C -0.718 1.025 3.050 0.0 0.0 0.0 -0.001
C 0.946 -1.264 3.225 -0.1 0.0 0.0 -0.006
H -4.596 0.352 0.337 0.0 0.0 0.0 -0.001
H -3.525 1.226 -0.764 0.0 0.0 0.0 -0.001
H -3.286 1.318 1.006 0.0 0.0 0.0 0.002
H -4.364 -1.757 -1.166 0.0 0.0 0.0 0.000
H -2.896 -2.747 -1.318 0.0 0.0 0.0 0.007
H -3.050 -1.233 -2.226 0.0 0.0 0.0 -0.007
H -4.765 -2.554 1.055 0.0 0.0 0.0 0.000
H -5.128 -3.643 3.227 0.0 0.0 0.0 0.000
H -3.467 -3.412 5.036 0.0 0.0 0.0 0.000
H -1.415 -2.104 4.682 0.0 0.0 0.0 0.000
H -1.565 1.541 2.598 0.0 0.0 0.0 0.001
H 0.177 1.642 2.948 0.0 0.0 0.0 0.002
H -0.930 0.890 4.112 0.0 0.0 0.0 -0.001
H 0.750 -1.231 4.297 0.0 0.0 0.0 -0.001
H 1.827 -0.654 3.019 0.0 0.0 0.0 0.005
H 1.156 -2.289 2.924 0.0 0.0 0.0 -0.004
C 2.758 -2.779 -4.330 -0.1 0.1 0.0 0.000
Si 1.214 -2.729 -3.297 0.1 -0.2 0.0 -0.018
C -0.216 -3.680 -4.018 0.0 0.1 0.1 -0.004
C 0.674 -0.932 -2.955 0.3 0.0 0.1 -0.035
C 1.682 -3.482 -1.581 -0.1 0.1 -0.1 0.000
Te 0.119 -3.129 -0.215 0.1 0.2 0.2 -0.207
C -0.400 -4.915 0.799 -0.1 0.0 0.0 -0.005
Si 0.835 -5.615 2.131 0.0 0.0 0.0 -0.014
C 2.537 -4.939 1.744 -0.1 0.0 0.1 -0.010
C 0.205 -5.049 3.796 0.1 0.0 -0.1 0.000
C 0.715 -7.459 1.935 0.1 0.1 0.0 -0.002
H 2.577 -2.339 -5.313 0.0 0.0 0.0 0.000
H 3.088 -3.806 -4.492 0.0 0.0 0.0 0.000
H 3.580 -2.230 -3.865 0.0 0.0 0.0 0.001
H -0.508 -3.247 -4.977 0.0 0.0 0.0 0.000
H -1.104 -3.675 -3.379 0.0 0.0 0.0 0.003
H 0.055 -4.720 -4.209 0.0 0.0 0.0 0.000
H 0.112 -0.524 -3.797 0.0 0.0 0.0 0.003
H 1.527 -0.277 -2.769 0.0 0.0 -0.1 -0.004
H -0.028 -0.857 -2.092 -0.2 0.0 -0.2 -0.011
H 2.527 -2.943 -1.140 0.0 0.0 0.0 -0.007
H 1.913 -4.548 -1.594 -0.1 0.0 -0.1 0.003
H -0.538 -5.626 -0.020 0.0 0.0 0.0 -0.006
H -1.382 -4.700 1.228 0.0 0.0 0.0 0.002
H 2.576 -3.846 1.695 0.0 0.0 0.0 0.005
H 2.939 -5.338 0.810 0.0 0.0 0.0 -0.002
H 3.222 -5.243 2.539 0.0 0.0 0.0 0.000
H 0.039 -3.975 3.882 0.0 0.0 -0.1 -0.002
H 0.927 -5.332 4.566 0.0 0.0 0.0 0.000
H -0.735 -5.551 4.036 0.0 0.0 0.0 0.000
H 1.132 -7.803 0.987 0.0 0.0 0.0 0.000
H -0.317 -7.809 1.997 0.0 0.0 0.0 0.000
H 1.271 -7.951 2.737 0.0 0.0 0.0 -0.001
```
Forces are in eV/Å.